(1)
# C5H9ClN2

A 2-piece molecular cluster, C5H9ClN2 overall at a distorted geometry (ωB97M-V/def2-TZVPD, the OMol25 dataset).

Positions of all 17 atoms, in Å:
1 C -0.1936 0.8201 -1.7983
2 C -0.9632 -1.4978 0.9297
3 C -0.3370 0.9266 0.8182
4 C 1.4389 -0.7307 0.3253
5 C 0.0681 -0.3513 0.7168
6 N 1.0347 1.0163 -1.7398
7 N -0.0404 2.2247 -1.8760
8 Cl -1.4851 -0.2187 -2.0235
9 H -0.7201 -2.2667 1.6831
10 H -1.1122 -2.1076 0.0194
11 H -1.8192 -0.8693 1.0857
12 H -1.1668 1.1357 1.5220
13 H 0.3824 1.6927 0.6704
14 H -0.2883 2.5804 -0.9357
15 H 1.9341 -0.8799 1.2401
16 H 1.7620 0.1387 -0.3618
17 H 1.5055 -1.6132 -0.2756

Forces on the atoms, in the same order (eV/Å):
0.4 1.6 -0.9
1.0 0.8 -0.5
-0.2 -1.3 2.3
-0.4 2.0 -2.0
-1.3 -1.4 0.0
-0.9 0.1 -0.7
-0.8 -0.5 0.0
0.2 -0.2 -0.3
-0.1 0.8 0.2
0.2 0.6 0.1
-1.2 -0.8 0.6
0.1 0.1 -1.1
0.5 0.7 -0.1
0.6 -0.1 -0.2
1.4 0.0 1.0
0.6 -1.6 1.9
-0.2 -0.8 -0.3

HOMO-LUMO gap   10.18 eV
Lowest unoccupied orbital energy   0.63 eV
Maximum force   2.91 eV/Å
Structure (SMILES)   ClC1=NN1.C=C(C)C
Relative energy (zero: lowest compared OMol25 entry of this formula, charge and spin)   515.05 kJ/mol
2S+1   1
HOMO level   -0.3510 Ha
E   -20828.5175 eV


(2)
# C10H16O

A 2-piece molecular cluster, C10H16O overall at a distorted geometry (ωB97M-V/def2-TZVPD, the OMol25 dataset).

Positions of all 27 atoms, in Å:
1 C -3.6236 0.3488 0.6995
2 C -2.5978 1.0845 -0.1318
3 C -3.2061 -1.0616 1.1304
4 H -3.8651 0.9438 1.5878
5 H -4.6277 0.2826 0.2754
6 H -2.9071 1.5284 -1.0777
7 H -3.0096 -1.6788 0.2572
8 H -1.7256 0.5155 -0.3297
9 H -2.1601 1.9294 0.4043
10 H -2.3133 -0.9905 1.7486
11 H -3.9560 -1.4471 1.8012
12 C 1.6558 1.6990 -2.0270
13 C 3.4390 -0.3373 0.6043
14 C 2.5225 -1.3510 0.8420
15 C 3.0939 0.6996 -0.2423
16 C 1.9226 0.6156 -1.0008
17 C 1.3628 -1.4519 0.1055
18 C 1.1195 -0.5056 -0.8855
19 O 2.8267 -2.1925 1.8921
20 H 4.2575 -0.1611 1.2947
21 H 3.7591 1.5359 -0.3984
22 H 0.7153 -2.3196 0.1156
23 H 2.3754 -3.0433 1.7610
24 H 2.2801 2.5625 -1.8370
25 H 0.5947 1.9736 -1.9870
26 H 0.2750 -0.5081 -1.5577
27 H 1.7922 1.3293 -3.0449

Forces on the atoms, in the same order (eV/Å):
-0.9 -0.1 0.7
0.2 1.3 0.0
0.3 1.1 0.2
0.4 -0.1 0.2
0.2 0.0 -0.7
-0.4 -0.3 -0.1
-0.1 -0.3 0.1
0.7 -1.1 -0.4
-0.3 0.1 0.3
0.4 -0.1 -0.2
-0.4 -0.6 -0.1
-0.9 -0.7 0.2
-0.4 1.2 0.9
0.6 -0.3 0.7
-0.4 -0.7 -0.6
1.0 0.5 -0.5
-0.2 -0.3 -1.3
0.1 0.9 0.3
-0.3 -0.6 -0.4
0.2 -0.6 -0.2
0.1 0.1 0.2
0.0 -0.1 0.5
0.1 0.4 0.1
0.0 0.2 -0.1
0.2 0.3 0.1
-0.3 -0.6 0.1
0.3 0.1 0.0

HOMO-LUMO gap   9.31 eV
Lowest unoccupied orbital energy   0.86 eV
Maximum force   1.57 eV/Å
Structure (SMILES)   Cc1ccc(O)cc1.CCC
Relative energy (zero: lowest compared OMol25 entry of this formula, charge and spin)   116.57 kJ/mol
2S+1   1
HOMO level   -0.3108 Ha
E   -12676.5167 eV


(3)
# C34H34CdCl3FN3O7

C34H34CdCl3FN3O7 as an isolated structure (ωB97M-V/def2-TZVPD, the OMol25 dataset).

Positions of all 83 atoms, in Å:
1 Cd 0.3851 0.6690 -0.0124
2 C -5.4338 -0.6208 4.9637
3 C -5.4568 0.0147 3.5768
4 C -6.4545 1.1581 3.4583
5 C -6.0255 2.3517 4.2979
6 C -4.6084 2.7416 3.9740
7 C -4.1646 4.0322 4.1689
8 C -2.8531 4.3747 3.8631
9 F -2.4674 5.6534 4.0811
10 C -1.9656 3.4707 3.3543
11 C -2.3969 2.1570 3.1447
12 C -1.4344 1.1911 2.5692
13 O -0.3102 1.5800 2.2368
14 C -1.9164 -0.1624 2.4751
15 C -3.2127 -0.4246 2.7790
16 N -4.1136 0.4839 3.2118
17 C -3.7102 1.7896 3.4524
18 C -1.0524 -1.3365 2.0803
19 O -1.2839 -2.4305 2.6116
20 O -0.1244 -1.1230 1.2417
21 H -6.4254 -0.9937 5.2268
22 H -5.1214 0.1013 5.7196
23 H -4.7314 -1.4544 4.9904
24 H -5.7170 -0.7438 2.8356
25 H -7.4368 0.7984 3.7710
26 H -6.5340 1.4467 2.4108
27 H -6.1101 2.1174 5.3639
28 H -6.6868 3.2003 4.1143
29 H -4.8337 4.7909 4.5564
30 H -0.9483 3.7348 3.0954
31 H -3.5754 -1.4396 2.6754
32 C 2.6313 -2.3382 2.2837
33 C 2.2906 -2.0110 0.8547
34 O 2.4599 -0.9029 0.3794
35 N 1.7740 -3.0509 0.1247
36 C 0.9507 -2.7656 -1.0482
37 C 1.6530 -1.9053 -2.0708
38 C 2.7189 -2.3927 -2.8126
39 C 3.3471 -1.5460 -3.7114
40 C 2.8843 -0.2485 -3.8454
41 C 1.8034 0.1481 -3.0724
42 N 1.1933 -0.6630 -2.2137
43 H 3.3455 -1.6079 2.6542
44 H 3.0300 -3.3476 2.3917
45 H 1.7047 -2.2590 2.8571
46 H 1.4270 -3.8097 0.6911
47 H 0.0313 -2.2595 -0.7438
48 H 0.6994 -3.7281 -1.4997
49 H 3.0597 -3.4094 -2.6620
50 H 4.1926 -1.8931 -4.2929
51 H 3.3573 0.4573 -4.5136
52 H 1.4319 1.1634 -3.1160
53 C -3.2161 -4.5549 1.1844
54 C -3.0002 -3.6306 0.0101
55 C -2.5775 -4.2682 -1.2938
56 O -3.1645 -2.4388 0.1020
57 H -2.5179 -5.3927 1.1587
58 H -4.2279 -4.9673 1.1239
59 H -3.0859 -3.9878 2.1025
60 H -3.2033 -5.1330 -1.5235
61 H -1.5523 -4.6305 -1.1914
62 H -2.6202 -3.5386 -2.0996
63 Cl 2.9874 2.0852 2.2411
64 C 2.9175 3.3684 1.0147
65 Cl 1.4340 4.3478 1.2129
66 C 2.9799 2.8006 -0.4330
67 O 3.8523 3.3066 -1.1352
68 O 2.1326 1.9217 -0.7462
69 H 3.7526 4.0341 1.1896
70 Cl -6.9201 0.5160 -0.1416
71 C -5.2290 0.9019 -0.4279
72 C -4.6632 2.0195 0.1635
73 C -3.3318 2.3179 -0.0872
74 C -2.5353 1.5251 -0.9321
75 C -1.1222 1.8325 -1.1792
76 C -3.1542 0.4001 -1.4970
77 C -4.4762 0.0850 -1.2527
78 H -5.2568 2.6628 0.8027
79 H -2.8903 3.1951 0.3754
80 H -0.8762 2.8675 -0.9371
81 H -0.8342 1.6213 -2.2108
82 H -2.5625 -0.2559 -2.1256
83 H -4.9225 -0.7993 -1.6882

Forces on the atoms, in the same order (eV/Å):
0.0 0.2 0.0
0.0 0.0 0.0
0.0 0.0 0.0
0.0 0.0 0.0
0.0 0.0 0.0
0.0 0.0 0.0
0.0 0.0 0.0
0.0 0.0 0.0
0.0 0.0 0.0
0.0 0.0 0.0
0.1 0.0 0.0
0.0 0.0 0.0
0.0 -0.1 -0.1
-0.1 0.0 0.0
0.0 0.0 0.0
0.0 0.0 0.0
0.0 0.0 0.0
0.1 0.0 0.0
-0.1 -0.1 0.0
-0.1 0.0 -0.1
0.0 0.0 0.0
0.0 0.0 0.0
0.0 0.0 0.0
0.0 0.0 0.0
0.0 0.0 0.0
0.0 0.0 0.0
0.0 0.0 0.0
0.0 0.0 0.0
0.0 0.0 0.0
0.0 0.0 0.0
0.0 0.0 0.0
0.0 0.0 0.0
-0.1 0.0 0.0
0.1 0.0 0.0
0.0 0.0 -0.1
0.0 0.0 0.0
0.0 0.0 0.0
0.0 0.0 0.0
0.0 0.0 0.0
0.0 0.0 0.0
0.0 0.0 0.0
0.0 0.0 0.0
0.0 0.0 0.0
0.0 0.0 0.0
0.0 0.0 0.0
0.0 0.0 0.0
0.0 0.0 0.0
0.0 0.0 0.0
0.0 0.0 0.0
0.0 0.0 0.0
0.0 0.0 0.0
0.0 0.0 0.0
0.0 0.0 0.0
0.0 0.0 0.0
0.0 0.0 0.0
-0.1 -0.1 0.0
0.0 0.0 0.0
0.0 0.0 0.0
0.0 0.0 0.0
0.0 0.0 0.0
0.0 0.0 0.0
0.0 0.0 0.0
0.0 0.0 0.0
0.0 0.0 0.0
0.0 0.0 0.0
-0.1 -0.1 0.0
0.0 0.0 0.0
0.1 0.1 0.1
0.0 0.0 0.0
0.0 0.0 0.0
0.0 0.1 0.1
0.0 0.0 0.0
0.0 0.0 0.0
0.0 0.0 0.1
0.0 0.0 0.0
0.0 0.0 0.0
0.0 0.0 0.0
0.0 0.0 0.0
0.0 0.0 0.0
0.0 0.0 0.0
0.0 0.0 0.0
0.0 0.0 0.0
0.0 0.0 0.0

HOMO-LUMO gap   6.57 eV
Lowest unoccupied orbital energy   2.28 eV
Maximum force   0.22 eV/Å
Relative energy (zero: lowest compared OMol25 entry of this formula, charge and spin)   0.00 kJ/mol
2S+1   1
HOMO level   -0.1577 Ha
E   -99467.7608 eV
Total charge   -1


(4)
# C22H41BrF2I2N3O4PS3

A 2-piece molecular cluster, C22H41BrF2I2N3O4PS3 overall at a distorted geometry (ωB97M-V/def2-TZVPD, the OMol25 dataset).

Positions of all 79 atoms, in Å:
1 C 0.5702 -4.9475 5.0358
2 C -0.2179 -3.8562 4.1719
3 C 0.2618 -3.7871 2.6776
4 C 0.1180 -5.1780 1.9034
5 C -0.3830 -4.9356 0.4196
6 C 0.6372 -4.0536 -0.4232
7 C 0.3728 -4.2357 -1.9773
8 C 1.0403 -3.1156 -2.8775
9 C 2.3456 -2.4845 -2.2286
10 C 3.2828 -1.7705 -3.2763
11 C 2.9564 -0.2447 -3.4925
12 C 2.8583 0.5731 -2.1240
13 C 1.3610 0.7284 -1.6458
14 C 0.9934 2.1729 -1.0948
15 C -0.5798 2.3986 -1.3161
16 C -1.3020 2.8676 0.0293
17 N -1.9218 1.7173 0.7154
18 C -2.9184 0.9484 0.0772
19 P -3.6869 1.1918 -1.6111
20 S -3.2719 -0.2435 -2.8517
21 C -3.3455 -0.1588 0.9166
22 I -4.7521 -1.6993 0.5200
23 N -2.5362 0.0837 2.0576
24 Br -2.6500 -1.0791 3.4989
25 C -1.7217 1.1759 1.9645
26 C -0.7130 1.8267 2.9455
27 I -1.3548 1.9224 5.0059
28 C 0.7450 1.1902 2.7522
29 C 1.7691 2.4032 2.8266
30 H 1.3213 -5.5195 4.4344
31 H 1.1228 -4.4581 5.8828
32 H -0.2009 -5.6144 5.5038
33 H -1.3158 -4.0483 4.2944
34 H 0.0246 -2.8593 4.6398
35 H -0.4101 -3.0485 2.1456
36 H 1.3415 -3.4985 2.6104
37 H -0.6916 -5.7529 2.4271
38 H 1.0701 -5.7638 1.9243
39 H -1.3410 -4.3440 0.4810
40 H -0.5676 -5.9252 -0.0732
41 H 1.6915 -4.3679 -0.1920
42 H 0.5154 -2.9724 -0.1452
43 H 0.7390 -5.2627 -2.2584
44 H -0.7508 -4.2813 -2.0920
45 H 1.3067 -3.5494 -3.8757
46 H 0.2375 -2.3394 -3.0491
47 H 2.0359 -1.8286 -1.3729
48 H 2.9314 -3.3496 -1.8060
49 H 3.1332 -2.3061 -4.2617
50 H 4.3755 -1.9194 -3.0372
51 H 3.8146 0.1928 -4.0791
52 H 2.0325 -0.1556 -4.1177
53 H 3.3496 1.5658 -2.3395
54 H 3.4853 0.0139 -1.3715
55 H 1.1712 -0.0269 -0.8340
56 H 0.7187 0.5201 -2.5487
57 H 1.5253 2.9292 -1.7273
58 H 1.2583 2.2346 -0.0083
59 H -0.7497 3.2074 -2.0828
60 H -0.9634 1.4029 -1.6716
61 H -0.4842 3.3579 0.6278
62 H -2.0611 3.6785 -0.1611
63 H -3.1066 2.4055 -2.1153
64 H -5.0933 1.3412 -1.4648
65 H -0.6035 2.8941 2.6082
66 H 0.8249 0.8037 1.6931
67 H 0.9629 0.3817 3.4897
68 H 1.7169 2.8952 3.8310
69 H 1.4455 3.1900 2.0812
70 H 2.8088 2.1113 2.5252
71 N -2.5107 7.5439 -1.2573
72 S -1.5293 8.7666 -1.4828
73 O -1.6604 9.4768 -2.7195
74 O -0.2042 8.6425 -0.9481
75 F -2.1843 9.7985 -0.4584
76 S -2.1744 6.3363 -2.1942
77 O -3.2197 5.3432 -2.2486
78 O -0.8400 5.7964 -2.1503
79 F -2.2551 6.9515 -3.6547

Forces on the atoms, in the same order (eV/Å):
-0.5 0.5 0.2
1.4 0.1 0.5
-0.7 -0.9 -0.2
-1.0 0.8 -0.1
0.9 0.6 0.4
-0.4 -0.7 -0.3
0.0 -0.2 0.7
-0.4 0.1 0.3
0.0 -0.9 -0.4
-0.5 -0.1 -0.4
0.9 -0.3 0.3
0.1 -0.4 -0.9
0.7 0.6 0.0
-0.8 -0.8 -1.0
0.5 0.2 0.7
1.1 1.2 -1.1
-1.6 -1.9 1.0
-1.6 -1.8 0.8
1.1 -0.1 -1.0
0.0 -0.2 0.3
2.3 3.7 -1.3
1.1 1.1 0.5
-0.4 -0.5 0.1
0.3 0.2 -0.2
-0.1 0.8 -0.8
0.5 -0.7 -1.2
0.2 0.1 -0.6
0.2 1.2 -0.5
-0.5 0.0 -0.2
-0.8 0.4 0.5
-0.5 -0.4 -0.8
1.0 0.2 -0.5
0.9 0.2 -0.5
-0.5 -0.8 -0.4
1.0 -0.5 0.4
-1.0 0.2 0.2
0.8 0.2 -0.4
-0.8 0.4 0.0
0.7 -0.8 -0.1
0.1 0.9 0.3
-0.9 0.4 -0.1
0.2 -0.9 -0.1
-0.2 1.0 0.2
1.1 0.3 -0.2
-0.3 0.4 0.8
1.0 -0.5 0.1
0.6 -0.6 -0.8
-0.5 0.9 -0.2
0.2 0.6 0.9
-1.1 0.3 0.1
-1.0 -0.4 0.4
0.7 0.1 0.6
-0.7 -0.9 0.6
-0.6 0.8 -0.6
-0.2 0.6 -0.9
0.4 0.1 1.1
-0.3 -0.5 1.0
0.0 0.2 -1.0
0.1 -0.9 0.7
-0.1 1.1 0.3
-1.1 -0.7 -0.2
0.5 -1.0 0.2
-0.7 -0.2 0.8
0.5 0.4 0.5
-0.5 -1.1 0.5
-0.3 0.0 1.1
-0.2 0.6 -0.6
0.4 -0.5 -0.8
0.3 -0.8 0.7
-0.9 0.2 0.6
0.2 -0.6 -0.4
1.4 3.2 0.6
-0.3 -0.9 0.1
-0.5 -0.8 -0.2
-0.5 -0.7 0.1
-0.2 -1.5 -1.5
0.0 0.4 1.0
-0.2 0.3 0.5
0.0 0.1 0.2

HOMO-LUMO gap   6.80 eV
Lowest unoccupied orbital energy   -2.14 eV
Maximum force   4.47 eV/Å
2S+1   1
HOMO level   -0.3285 Ha
E   -169607.5293 eV


The highest maximum force belongs to which entry?
C22H41BrF2I2N3O4PS3